1.
Here is a molecular structure, C2H9NS from the Open Molecules 2025 dataset. Energies are from ωB97M-V/def2-TZVPD.

Calculated values
Relative energy (zero: lowest compared OMol25 entry of this formula, charge and spin): 69.06 kcal per mole
Energy: -534.11380 Eh
2S+1: 2
Total charge: +1

Each line ends with the Löwdin charge.
Cartesian coordinates (Å):
N  -2.02  1.55  1.72  0.020
H  -1.28  1.05  1.27  -0.085
H  -4.69  4.52  -4.38  0.001
H  -1.66  1.73  2.68  0.047
H  -1.89  2.49  1.27  0.046
C  0.22  -0.21  -0.91  -0.356
C  0.55  -0.10  0.56  -0.342
S  1.43  -1.45  -0.36  1.212
H  -4.84  3.72  -4.50  -0.001
H  -0.81  -0.38  -1.13  0.102
H  0.64  0.63  -1.59  0.151
H  -0.17  -0.29  1.37  0.100
H  1.25  0.71  0.83  0.105

***

2.
Here is 2 unconnected molecules or ions with the total composition C2H9NS2 from the Open Molecules 2025 dataset. Energies are from ωB97M-V/def2-TZVPD.

Calculated values
Relative energy (zero: lowest compared OMol25 entry of this formula, charge and spin): 31.55 kcal per mole
Energy: -932.67376 Eh
SMILES: CNC.SS
2S+1: 1

Each line ends with the Löwdin charge.
Cartesian coordinates (Å):
C  0.70  -0.63  1.28  -0.129
N  1.31  -1.98  1.23  -0.190
C  1.36  -2.44  -0.14  -0.195
H  0.63  -0.19  2.27  0.066
H  1.30  -0.15  0.53  0.066
H  -0.33  -0.68  0.86  0.074
H  0.76  -2.68  1.72  0.083
H  2.24  -2.11  -0.71  0.069
H  0.50  -2.15  -0.81  0.082
H  1.37  -3.54  -0.17  0.075
S  -1.80  5.05  -0.81  0.242
S  -3.42  3.62  -1.18  0.209
H  -1.77  5.22  -2.12  -0.242
H  -2.85  2.65  -1.94  -0.210

***

3.
Here is 2 unconnected molecules or ions with the total composition C2H9O2 from the Open Molecules 2025 dataset. Energies are from ωB97M-V/def2-TZVPD.

Calculated values
Relative energy (zero: lowest compared OMol25 entry of this formula, charge and spin): 6.46 kcal per mole
Energy: -231.90846 Eh
2S+1: 2

Each line ends with the Löwdin charge.
Cartesian coordinates (Å):
O  2.23  -0.05  -0.11  -0.110
H  1.06  -0.08  0.68  0.057
H  3.06  0.39  -0.40  0.074
H  2.53  -0.97  0.07  0.056
C  -1.25  -0.07  0.43  -0.245
O  0.09  0.18  1.06  -0.200
C  -1.17  0.19  -1.08  -0.101
H  -1.36  -1.15  0.54  0.092
H  -1.97  0.43  1.07  0.099
H  0.17  0.45  2.04  0.066
H  -0.40  -0.47  -1.48  0.061
H  -2.11  -0.09  -1.56  0.076
H  -0.87  1.22  -1.27  0.075

***

4.
Here is 2 unconnected molecules or ions with the total composition C2H9O2 from the Open Molecules 2025 dataset. Energies are from ωB97M-V/def2-TZVPD.

Calculated values
Relative energy (zero: lowest compared OMol25 entry of this formula, charge and spin): 29.41 kcal per mole
Energy: -231.75268 Eh
2S+1: 1
Total charge: +1

Each line ends with the Löwdin charge.
Cartesian coordinates (Å):
O  -0.40  2.23  -0.97  -0.069
H  -0.08  1.27  0.39  0.110
H  -1.20  2.40  -1.53  0.100
H  0.15  1.72  -1.69  0.130
C  0.29  -1.02  0.96  -0.024
O  0.08  0.57  1.12  -0.009
C  0.23  -1.26  -0.59  -0.054
H  1.33  -1.17  1.46  0.161
H  -0.61  -1.28  1.61  0.145
H  -0.46  0.80  2.02  0.251
H  1.13  -1.01  -1.14  0.092
H  0.30  -2.29  -0.62  0.055
H  -0.75  -0.97  -1.04  0.113

***

5.
Here is 3 unconnected molecules or ions with the total composition C2H9O2S from the Open Molecules 2025 dataset. Energies are from ωB97M-V/def2-TZVPD.

Calculated values
Relative energy (zero: lowest compared OMol25 entry of this formula, charge and spin): 16.74 kcal per mole
Energy: -630.29049 Eh
2S+1: 1
Total charge: -1

Each line ends with the Löwdin charge.
Cartesian coordinates (Å):
C  0.39  -0.19  -1.52  -0.271
C  -0.52  0.61  -0.54  -0.797
S  -0.72  -0.51  0.88  0.230
H  1.41  -0.44  -1.25  0.040
H  -0.13  -1.13  -1.70  0.034
H  0.50  0.40  -2.45  0.046
H  -0.11  1.60  -0.32  0.010
H  -1.47  0.88  -1.01  0.029
H  2.80  2.60  1.27  0.017
H  1.56  2.01  0.76  0.005
O  2.35  2.46  0.44  -0.066
H  -1.34  -2.69  1.38  -0.103
H  -2.61  -2.46  2.26  0.006
O  -2.11  -3.15  1.79  -0.181

***

6.
Here is 3 unconnected molecules or ions with the total composition C2H9O3 from the Open Molecules 2025 dataset. Energies are from ωB97M-V/def2-TZVPD.

Calculated values
Relative energy (zero: lowest compared OMol25 entry of this formula, charge and spin): 8.67 kcal per mole
Energy: -307.33273 Eh
2S+1: 1
Total charge: -1

Each line ends with the Löwdin charge.
Cartesian coordinates (Å):
C  -1.23  0.71  -1.07  -0.426
O  -0.39  1.15  -0.06  -0.208
C  -2.05  -0.54  -0.77  -0.133
H  -0.73  0.53  -2.04  0.090
H  -1.94  1.52  -1.30  0.081
H  -1.44  -1.43  -0.80  0.053
H  -2.79  -0.64  -1.59  0.054
H  -2.59  -0.58  0.17  0.064
H  2.22  -0.84  0.34  0.005
H  2.81  0.29  1.03  0.013
O  3.08  -0.37  0.38  -0.118
H  0.49  -0.40  2.17  -0.069
H  -0.11  0.30  0.61  -0.024
O  0.25  -0.79  1.31  -0.382